Entry 1:
110
Properties=species:S:1:pos:R:3:forces:R:3:lowdin_charge:R:1 method="wB97M-V/def2-TZVPD" gap_ev="3.959 / 3.878" multiplicity=1 total_charge=-1 e_lumo_ev="1.5952 / 1.5931" relative_energy_ev=1.379
K 0.496 -0.378 0.129 0.070 1.113 0.198 0.590
Br 6.408 0.776 4.164 0.002 0.001 0.003 0.677
C 4.894 0.721 3.005 -0.012 -0.004 0.007 -0.704
C 3.627 0.976 3.541 -0.002 0.008 -0.022 -0.142
C 2.568 0.872 2.646 0.070 0.026 -0.034 -0.166
N 2.679 0.577 1.359 0.212 -0.159 0.241 0.025
C 3.934 0.374 0.832 -0.073 0.016 0.029 -0.267
C 5.077 0.425 1.687 -0.036 0.014 -0.038 -0.097
C 4.031 0.115 -0.567 -0.109 -0.029 0.003 -0.269
C 5.285 0.062 -1.252 -0.062 -0.044 0.048 -0.093
C 5.288 -0.155 -2.594 0.024 0.004 -0.020 -0.708
Br 6.951 -0.212 -3.528 -0.001 -0.010 -0.008 0.673
C 4.100 -0.318 -3.323 -0.047 -0.039 0.009 -0.146
C 2.928 -0.244 -2.577 0.167 0.013 0.107 -0.194
N 2.856 -0.049 -1.269 0.263 0.115 -0.326 0.029
H 3.477 1.231 4.579 -0.006 -0.005 -0.015 0.082
H 1.554 1.049 3.004 0.021 -0.004 -0.043 0.105
H 6.069 0.222 1.312 -0.015 0.014 0.014 0.084
H 6.218 0.217 -0.729 -0.017 0.004 -0.010 0.085
H 4.092 -0.478 -4.390 -0.001 0.010 0.013 0.078
H 1.978 -0.355 -3.097 0.007 0.018 0.024 0.078
O -5.465 1.966 5.627 -0.028 0.071 -0.020 0.079
C -4.627 1.045 5.063 0.064 0.055 -0.033 -0.501
O -4.738 -0.104 5.417 -0.005 -0.048 -0.032 0.070
C -3.650 1.536 4.079 -0.043 0.032 0.076 -0.172
C -2.722 0.616 3.557 0.045 -0.034 -0.109 -0.022
C -1.778 1.004 2.646 -0.151 -0.073 0.205 -0.041
C -1.666 2.344 2.202 -0.010 0.208 -0.189 -0.316
C -2.606 3.272 2.730 0.000 0.029 0.104 -0.036
C -3.563 2.865 3.635 0.027 -0.080 -0.055 -0.052
N -0.701 2.606 1.306 0.298 -0.106 0.109 0.048
C -0.067 3.789 1.319 0.062 -0.034 -0.163 -0.143
C 1.048 4.114 0.554 -0.354 -0.251 0.095 -0.235
C 1.927 5.159 0.973 0.186 0.134 -0.038 -0.066
C 3.214 5.222 0.558 -0.133 0.005 0.046 -0.113
C 3.691 4.196 -0.322 0.046 -0.021 -0.079 -0.088
C 2.827 3.291 -0.827 0.006 0.002 -0.061 -0.080
N 1.475 3.310 -0.532 -0.020 -0.069 0.083 -0.101
H -5.248 2.842 5.288 0.003 -0.051 0.019 0.069
H -2.778 -0.411 3.903 0.018 0.008 0.002 0.110
H -1.044 0.319 2.244 -0.117 -0.147 0.161 0.057
H -2.582 4.300 2.390 -0.023 -0.007 0.023 0.095
H -4.272 3.616 3.974 0.023 0.028 -0.005 0.099
H -0.305 4.527 2.093 0.002 -0.022 0.030 0.110
H 1.550 5.850 1.719 -0.030 0.020 -0.045 0.104
H 3.879 5.997 0.917 0.005 -0.023 0.007 0.086
H 4.730 4.143 -0.618 -0.017 -0.013 0.024 0.093
H 3.124 2.541 -1.548 -0.047 -0.004 0.050 0.111
N 0.090 -4.115 -2.810 0.055 -0.069 -0.155 0.120
C -1.144 -3.921 -3.464 -0.012 -0.024 -0.002 -0.237
C -1.814 -5.004 -4.008 -0.010 -0.067 0.009 -0.031
C -3.015 -4.823 -4.686 -0.001 -0.018 0.004 -0.095
C -3.562 -3.559 -4.803 0.029 0.049 0.017 -0.095
C -2.902 -2.472 -4.236 -0.055 -0.007 0.009 -0.096
C -1.694 -2.647 -3.586 0.085 0.031 0.151 -0.425
S -0.832 -1.262 -2.903 -0.125 -0.026 -0.412 1.009
N 0.293 -1.965 -1.890 0.072 -0.098 -0.228 -0.313
C 0.657 -3.174 -1.970 -0.066 -0.200 -0.021 -0.344
C 1.853 -3.603 -1.178 0.011 -0.013 -0.011 -0.190
C 2.559 -4.757 -1.494 0.042 -0.116 -0.122 -0.013
C 3.727 -5.044 -0.804 0.004 -0.038 -0.036 -0.059
C 4.162 -4.165 0.167 -0.005 0.023 -0.029 -0.039
C 3.388 -3.040 0.418 0.015 0.161 -0.034 -0.118
N 2.257 -2.767 -0.224 -0.007 -0.095 0.238 0.112
H 0.338 -5.074 -2.643 -0.034 -0.011 0.024 0.117
H -1.389 -5.997 -3.908 -0.010 0.018 -0.007 0.111
H -3.518 -5.679 -5.117 0.003 0.007 0.012 0.100
H -4.498 -3.410 -5.324 0.006 0.003 0.003 0.100
H -3.324 -1.476 -4.300 -0.004 -0.032 -0.005 0.109
H 2.244 -5.411 -2.295 0.021 0.007 -0.007 0.103
H 4.300 -5.931 -1.042 -0.026 -0.003 -0.018 0.108
H 5.081 -4.334 0.712 -0.007 0.032 0.014 0.108
H 3.706 -2.307 1.156 -0.034 -0.023 -0.006 0.111
N 1.109 -2.701 2.733 -0.075 -0.149 -0.157 0.188
C -0.217 -2.918 2.591 0.012 0.120 0.043 -0.432
N -0.784 -3.833 3.380 -0.026 0.051 0.009 0.174
C -2.104 -3.914 3.243 -0.025 -0.049 -0.024 -0.449
N -2.755 -4.826 4.013 0.013 0.049 -0.020 0.147
N -2.854 -3.197 2.396 -0.051 -0.053 0.061 0.175
C -2.176 -2.328 1.659 0.003 0.047 -0.011 -0.283
N -0.862 -2.147 1.697 -0.103 -0.255 0.134 0.123
C -2.979 -1.448 0.752 0.018 0.034 0.020 -0.217
C -4.364 -1.529 0.759 -0.068 -0.044 0.041 -0.005
C -5.081 -0.649 -0.035 -0.013 -0.019 0.029 -0.053
C -4.392 0.279 -0.797 -0.029 -0.009 -0.009 -0.045
C -3.007 0.278 -0.739 0.082 0.009 0.063 -0.146
N -2.311 -0.566 0.011 -0.071 -0.170 0.009 0.080
H 1.623 -3.386 3.259 0.022 0.041 0.031 0.106
H 1.578 -2.245 1.964 -0.006 0.049 0.162 0.044
H -2.248 -5.169 4.810 -0.009 -0.003 0.011 0.094
H -3.745 -4.684 4.114 -0.001 -0.016 -0.002 0.098
H -4.849 -2.251 1.398 -0.002 0.009 -0.027 0.105
H -6.163 -0.678 -0.044 -0.001 -0.002 0.003 0.105
H -4.913 0.995 -1.418 0.023 0.021 0.016 0.102
H -2.424 0.995 -1.302 0.015 0.008 -0.036 0.076
C -0.309 5.416 -2.400 -0.040 0.035 -0.051 -0.221
Ge -0.925 3.572 -2.047 0.116 0.273 -0.081 0.792
C -1.275 2.695 -3.779 -0.037 -0.024 0.002 -0.224
C -2.673 3.799 -1.173 0.033 -0.071 0.131 -0.202
C 0.561 2.608 -1.298 -0.110 -0.025 -0.192 -0.237
H -0.951 5.909 -3.137 0.017 -0.031 0.040 0.008
H 0.715 5.406 -2.776 -0.020 0.003 0.007 0.015
H -0.329 6.001 -1.479 0.014 -0.028 -0.017 0.010
H -2.118 3.163 -4.295 0.022 -0.008 0.027 0.012
H -1.505 1.636 -3.636 -0.001 0.016 -0.017 -0.027
H -0.394 2.766 -4.419 -0.018 -0.016 0.003 0.016
H -3.100 4.735 -1.542 -0.002 -0.014 0.012 0.016
H -2.574 3.852 -0.089 -0.011 -0.014 -0.063 -0.006
H -3.365 2.993 -1.417 -0.017 0.017 0.010 -0.012
H 1.034 1.927 -2.003 0.137 0.055 0.071 0.030

Entry 2:
99
Properties=species:S:1:pos:R:3:forces:R:3:lowdin_charge:R:1 method="wB97M-V/def2-TZVPD" gap_ev=3.910 multiplicity=1 total_charge=-2 e_lumo_ev=3.5750 relative_energy_ev=0.603
Cd -0.520 -0.898 0.619 -0.195 -0.058 -0.016 1.085
C 0.929 0.610 -3.400 -0.042 0.124 0.319 -0.302
C 2.325 0.737 -2.745 -0.105 -0.134 -0.021 -0.378
P 2.670 -0.406 -1.328 -0.069 0.023 -0.168 1.046
C 2.895 -2.026 -2.178 0.008 0.071 0.063 -0.378
C 2.767 -3.161 -1.379 0.003 0.007 -0.065 -0.108
C 2.941 -4.430 -1.911 -0.009 -0.016 0.040 -0.079
C 3.235 -4.583 -3.258 0.038 0.023 -0.031 -0.102
C 3.352 -3.463 -4.068 0.005 0.051 0.028 -0.097
C 3.180 -2.193 -3.530 -0.053 -0.076 -0.055 -0.105
C 4.453 0.040 -1.061 -0.018 0.008 0.148 -0.358
C 5.438 -0.018 -2.046 0.050 0.002 -0.001 -0.093
C 6.753 0.313 -1.758 0.018 0.023 -0.023 -0.099
C 7.114 0.708 -0.475 -0.047 -0.035 -0.010 -0.109
C 6.146 0.775 0.515 0.026 0.031 0.007 -0.095
C 4.829 0.445 0.220 -0.088 -0.024 -0.064 -0.101
C -0.084 1.655 -2.882 0.192 -0.471 0.105 -0.333
P -1.078 1.183 -1.349 0.290 0.572 -0.394 0.959
C -1.166 2.847 -0.571 0.070 -0.147 0.139 -0.368
C -1.906 3.888 -1.123 -0.007 0.051 -0.062 -0.105
C -1.973 5.118 -0.483 -0.006 -0.030 0.001 -0.096
C -1.312 5.314 0.724 -0.008 0.007 -0.055 -0.093
C -0.565 4.284 1.277 0.089 0.051 -0.079 -0.080
C -0.492 3.060 0.627 -0.076 0.078 -0.061 -0.092
C -2.710 0.962 -2.061 -0.067 -0.092 0.158 -0.368
C -2.866 0.212 -3.230 -0.068 0.256 0.139 -0.187
C -4.091 -0.183 -3.724 -0.113 -0.150 -0.117 -0.167
C -5.266 0.208 -3.007 0.152 0.041 0.003 -0.166
C -5.215 0.858 -1.826 -0.058 0.128 -0.013 -0.110
C -3.919 1.146 -1.113 0.271 -0.213 -0.207 -0.256
H 0.533 -0.401 -3.263 0.000 -0.025 -0.054 0.069
H 1.053 0.758 -4.476 -0.010 -0.050 -0.024 0.098
H 2.440 1.746 -2.342 0.087 0.022 0.026 0.075
H 3.113 0.608 -3.488 0.032 0.076 -0.061 0.050
H 2.504 -3.051 -0.334 -0.071 0.005 -0.004 0.081
H 2.817 -5.299 -1.277 0.000 0.026 -0.004 0.104
H 3.363 -5.573 -3.679 -0.024 0.002 0.007 0.093
H 3.571 -3.571 -5.124 -0.022 -0.018 0.005 0.093
H 3.252 -1.337 -4.191 -0.013 0.017 0.033 0.090
H 5.187 -0.336 -3.051 -0.048 -0.040 0.005 0.091
H 7.505 0.260 -2.537 -0.014 -0.014 0.001 0.094
H 8.145 0.956 -0.252 -0.011 0.012 0.002 0.092
H 6.416 1.081 1.519 -0.027 -0.006 -0.006 0.098
H 4.069 0.500 0.989 -0.010 -0.020 0.075 0.080
H -0.815 1.887 -3.655 -0.030 0.038 -0.052 0.067
H 0.455 2.576 -2.652 -0.070 0.062 0.041 0.068
H -2.449 3.715 -2.048 -0.006 -0.024 0.029 0.105
H -2.562 5.920 -0.912 -0.022 -0.010 -0.006 0.090
H -1.404 6.259 1.247 0.019 -0.018 0.025 0.087
H -0.080 4.421 2.234 -0.012 -0.033 -0.113 0.083
H 0.065 2.238 1.065 -0.076 0.015 0.058 0.064
H -1.976 -0.044 -3.798 0.007 -0.025 -0.005 0.086
H -4.174 -0.709 -4.667 0.033 -0.023 0.027 0.058
H -6.237 -0.010 -3.445 -0.033 0.013 0.021 0.082
H -6.132 1.154 -1.324 0.007 0.005 -0.045 0.084
H -3.916 2.140 -0.648 0.069 -0.041 0.069 0.122
S -0.594 -3.100 1.945 0.003 0.265 -0.028 0.423
C -1.618 -4.017 0.845 -0.049 -0.080 -0.129 -0.759
C -2.292 -5.128 1.370 0.011 0.007 0.001 -0.175
C -3.129 -5.922 0.603 0.018 0.010 0.003 -0.143
C -3.328 -5.605 -0.735 0.009 0.018 -0.036 -0.140
C -2.670 -4.515 -1.278 0.083 0.020 0.053 -0.171
C -1.797 -3.712 -0.527 0.027 -0.170 -0.007 -0.759
S -1.008 -2.387 -1.369 0.139 -0.036 -0.092 0.416
H -2.139 -5.360 2.418 -0.019 0.016 -0.011 0.077
H -3.625 -6.777 1.049 -0.016 0.013 0.020 0.079
H -3.996 -6.198 -1.351 0.018 0.004 0.003 0.081
H -2.812 -4.251 -2.320 -0.034 -0.025 0.020 0.083
Br 3.963 -3.325 4.218 -0.066 -0.001 -0.041 0.703
C 3.014 -1.745 3.759 0.218 -0.071 0.105 -0.666
C 3.117 -0.631 4.570 -0.159 0.050 -0.157 -0.117
C 2.427 0.505 4.176 0.227 -0.028 0.157 -0.058
C 1.698 0.471 3.000 -0.051 0.211 -0.291 -0.180
N 1.610 -0.609 2.226 -0.093 0.072 0.077 0.006
C 2.249 -1.713 2.607 0.027 -0.037 -0.146 -0.261
H 3.709 -0.654 5.474 -0.006 -0.004 0.018 0.098
H 2.455 1.400 4.782 -0.046 0.031 -0.054 0.103
H 1.152 1.345 2.662 -0.018 -0.042 0.105 0.083
H 2.125 -2.592 1.987 -0.023 0.023 0.019 0.043
Cl -2.444 6.484 4.374 -0.018 0.016 0.032 0.515
C -2.173 4.747 4.232 0.087 0.000 0.023 -0.732
C -3.201 3.906 3.796 0.068 -0.089 0.001 -0.158
C -2.980 2.560 3.626 0.047 0.125 -0.016 -0.076
C -1.702 1.944 3.895 0.168 -0.138 0.002 -0.367
C -1.464 0.595 3.718 0.135 -0.043 -0.140 -0.083
C -0.693 2.860 4.373 0.010 -0.026 0.042 -0.108
C -0.922 4.211 4.522 -0.154 -0.026 0.146 -0.203
H -4.181 4.329 3.600 0.022 -0.024 -0.090 0.088
H -3.779 1.926 3.258 -0.011 0.036 0.030 0.094
H -2.237 -0.086 3.387 0.013 0.064 -0.002 0.013
H -0.494 0.167 3.946 -0.202 -0.015 0.197 -0.007
H 0.283 2.454 4.632 -0.065 0.080 0.020 0.071
H -0.131 4.870 4.864 0.011 -0.034 0.009 0.089
C -4.126 -1.222 -0.057 0.013 -0.059 0.164 -0.004
C -3.508 0.136 -0.062 0.042 0.054 -0.041 -0.425
O -2.532 0.429 0.639 -0.347 -0.279 0.406 -0.185
H -5.216 -1.138 -0.039 0.010 0.029 -0.045 0.084
H -3.768 -1.794 0.799 0.050 -0.019 -0.034 0.084
H -3.850 -1.745 -0.977 -0.024 0.054 -0.047 0.075